Record 1
Entry from OMol25: C28H24BF4FeN5O4 as an isolated structure in a non-equilibrium geometry (ωB97M-V/def2-TZVPD).

XYZ file:
```
67
Properties=species:S:1:pos:R:3:forces:R:3
Fe 1.273 -0.115 -0.687 1.0 -0.2 0.1
C 2.543 -4.274 -1.266 0.0 0.1 -0.1
C 2.921 -2.798 -1.325 0.5 0.0 0.1
O 2.033 -2.009 -1.757 -0.6 0.1 -0.1
C 4.190 -2.434 -0.881 -0.2 -0.2 0.2
C 4.611 -1.076 -0.756 0.2 0.3 0.0
C 6.037 -0.765 -0.355 0.0 -0.1 -0.2
N 3.772 -0.121 -0.986 -0.3 -0.8 0.1
N 4.250 1.159 -1.048 0.4 0.5 0.1
C 3.233 1.963 -1.115 -0.1 -0.7 0.2
O 2.003 1.576 -1.019 -0.1 1.2 -0.3
C 3.480 3.401 -1.364 -0.1 0.3 0.0
C 2.414 4.216 -1.749 0.0 0.0 0.0
C 2.627 5.563 -2.008 0.0 0.0 0.0
C 3.895 6.114 -1.876 0.0 0.0 0.0
C 4.955 5.307 -1.478 0.0 0.0 0.0
C 4.751 3.959 -1.227 0.0 0.0 0.0
H 2.119 -4.592 -2.222 0.0 0.0 0.0
H 1.764 -4.392 -0.506 0.0 0.0 0.0
H 3.392 -4.908 -1.007 0.0 0.0 0.0
H 4.883 -3.214 -0.586 0.0 0.0 0.1
H 6.638 -1.675 -0.299 0.0 0.0 0.0
H 6.048 -0.265 0.616 0.0 0.0 0.0
H 6.476 -0.076 -1.079 0.0 0.0 0.1
H 1.428 3.776 -1.834 0.0 0.0 0.0
H 1.793 6.184 -2.318 0.0 0.0 0.0
H 4.056 7.169 -2.073 0.0 0.0 0.0
H 5.946 5.735 -1.367 0.0 0.0 0.0
H 5.560 3.311 -0.917 0.0 0.0 0.0
C -5.786 2.261 -0.225 0.0 0.0 -0.1
O -6.480 1.053 0.056 0.0 0.1 0.0
C -5.835 0.159 0.856 0.1 0.0 0.1
C -4.641 0.423 1.520 0.0 0.0 0.0
C -4.050 -0.564 2.290 0.0 -0.3 0.1
C -4.602 -1.861 2.379 0.0 0.7 0.1
C -5.841 -2.080 1.738 0.1 0.0 0.1
C -6.443 -1.090 0.999 0.0 -0.1 0.0
N -4.019 -2.936 2.994 0.1 -1.1 -0.5
N -2.820 -2.847 3.519 0.0 0.9 0.5
C -1.681 -2.444 2.959 -0.1 -0.3 -0.1
C -0.631 -1.996 3.810 -0.1 0.0 -0.1
C 0.475 -1.330 3.341 0.0 0.0 0.0
C 0.643 -1.060 1.960 0.2 0.2 0.1
O 1.554 -0.327 1.464 -0.1 0.0 -0.3
C -0.306 -1.685 1.073 -0.3 -0.1 -0.1
N -0.044 -1.496 -0.236 -0.8 -0.4 0.1
C -0.824 -2.064 -1.137 0.2 0.0 0.0
C -1.911 -2.859 -0.780 -0.1 0.0 0.1
C -2.218 -3.027 0.552 -0.1 0.0 -0.2
C -1.424 -2.410 1.525 0.1 0.1 0.1
H -6.397 2.795 -0.950 0.0 0.0 0.0
H -4.799 2.074 -0.649 0.1 -0.1 0.0
H -5.676 2.874 0.674 0.0 0.0 0.0
H -4.132 1.373 1.413 0.0 -0.1 0.0
H -3.132 -0.334 2.811 0.1 -0.1 0.0
H -6.287 -3.064 1.813 0.0 0.0 0.0
H -7.382 -1.269 0.487 0.0 0.0 0.0
H -0.777 -2.119 4.876 -0.1 0.0 0.0
H 1.212 -0.936 4.030 0.0 0.0 0.0
H -0.558 -1.885 -2.169 0.0 0.0 0.0
H -2.521 -3.309 -1.551 0.0 0.0 0.0
H -3.067 -3.630 0.840 0.0 0.0 0.1
F -2.742 1.167 -2.343 0.2 0.2 0.2
B -1.749 1.795 -1.560 0.0 0.0 -0.1
F -0.617 0.910 -1.478 0.0 -0.1 0.0
F -2.235 2.019 -0.257 0.0 0.0 -0.2
F -1.345 3.002 -2.153 -0.1 -0.2 0.1
```
Forces are in eV/Å.

E: -91005.897 eV
<S²>: 6.347
ΔE to the lowest compared entry with this formula, charge and spin: 215.52 kJ/mol
net charge: -2
multiplicity: 5

Record 2
Entry from OMol25: a 5-piece molecular cluster, C28H24BF4IN4O9 overall in a non-equilibrium geometry (ωB97M-V/def2-TZVPD).

XYZ file:
```
71
Properties=species:S:1:pos:R:3:forces:R:3
O 2.725 0.232 -2.325 1.5 -3.4 3.3
C 2.416 1.028 -3.079 -1.6 2.7 -3.0
I 3.786 2.638 -3.515 -0.3 -0.1 -0.1
C 1.080 0.991 -3.819 0.3 0.7 0.3
B -0.076 0.558 -2.856 0.3 -0.1 -0.2
C -1.635 0.549 -3.260 1.3 1.1 1.0
F -1.874 0.416 -4.569 -0.4 -0.4 -1.0
F -2.237 -0.452 -2.586 -0.8 -0.8 0.2
C -2.264 1.876 -2.787 0.0 -1.3 -0.7
F -1.941 2.806 -3.679 -0.1 1.0 -0.9
F -1.664 2.225 -1.648 0.1 0.2 1.3
H 0.905 1.985 -4.239 -0.3 0.0 -0.2
H 1.219 0.323 -4.674 -0.2 -0.1 0.0
H 0.175 0.249 -1.741 -0.1 0.0 0.0
H -3.340 1.773 -2.671 -0.2 0.3 0.1
C 5.418 9.273 -2.206 0.0 0.0 0.0
C 5.474 8.088 -1.485 0.0 0.1 -0.1
C 5.581 6.876 -2.148 0.0 -0.1 0.2
C 5.634 6.870 -3.531 0.0 0.2 0.2
C 5.572 8.042 -4.264 0.0 0.1 -0.2
C 5.463 9.249 -3.594 0.0 0.0 0.1
N 5.769 5.589 -4.236 0.0 -0.2 0.0
O 5.800 4.572 -3.557 0.3 0.6 -0.2
O 5.841 5.610 -5.448 0.0 0.0 0.2
H 5.339 10.218 -1.685 0.0 0.0 0.0
H 5.437 8.108 -0.404 0.0 0.0 0.0
H 5.624 5.955 -1.586 0.0 -0.1 -0.1
H 5.609 8.025 -5.344 0.0 -0.2 0.0
H 5.415 10.173 -4.154 0.0 0.0 0.0
C -1.484 -1.173 2.904 0.0 0.0 0.0
C -0.446 -0.785 3.743 -0.1 0.0 -0.1
C 0.032 0.515 3.702 0.2 -0.1 0.2
C -0.542 1.413 2.820 -0.1 -0.2 0.0
C -1.571 1.040 1.974 -0.2 0.1 -0.2
C -2.043 -0.263 2.018 0.1 0.0 0.1
N -0.053 2.801 2.787 0.1 0.2 0.0
O 0.867 3.093 3.529 -0.2 -0.1 -0.2
O -0.600 3.574 2.021 0.1 -0.2 0.2
H -1.857 -2.186 2.943 0.0 0.0 0.0
H -0.011 -1.498 4.431 0.0 0.0 0.0
H 0.839 0.815 4.355 0.0 0.1 -0.1
H -2.009 1.747 1.284 0.1 0.1 0.1
H -2.848 -0.567 1.363 0.0 0.0 0.0
C -7.430 -4.233 1.120 0.0 0.0 0.0
C -7.381 -3.333 2.177 0.0 -0.1 -0.1
C -6.218 -3.194 2.916 -0.1 0.2 0.2
C -5.114 -3.959 2.581 -0.2 0.0 -0.2
C -5.150 -4.865 1.536 0.1 -0.2 -0.2
C -6.317 -5.001 0.803 -0.1 0.1 0.1
N -3.872 -3.798 3.347 0.0 -0.1 0.1
O -3.872 -3.008 4.271 0.0 -0.1 -0.1
O -2.907 -4.461 3.006 -0.1 0.2 0.0
H -8.339 -4.337 0.542 0.0 0.0 0.0
H -8.250 -2.738 2.423 0.0 0.0 0.0
H -6.180 -2.494 3.738 0.1 0.0 0.0
H -4.283 -5.461 1.286 0.1 0.1 0.1
H -6.359 -5.703 -0.018 0.0 0.0 0.0
C 1.700 -3.560 1.525 0.0 0.0 0.0
C 2.501 -4.448 0.817 -0.1 0.0 0.1
C 2.211 -5.803 0.827 0.2 0.0 -0.2
C 1.116 -6.252 1.545 0.1 0.3 0.0
C 0.315 -5.381 2.261 -0.3 0.0 0.2
C 0.612 -4.029 2.248 0.2 0.0 -0.1
N 0.791 -7.687 1.537 0.0 -0.2 0.0
O 1.528 -8.430 0.913 -0.2 0.1 0.1
O -0.197 -8.046 2.152 0.2 0.1 -0.1
H 1.925 -2.501 1.512 0.0 0.0 0.0
H 3.349 -4.082 0.255 0.0 0.0 0.0
H 2.834 -6.492 0.275 -0.1 -0.1 0.0
H -0.536 -5.737 2.823 0.0 -0.1 -0.1
H -0.008 -3.338 2.799 0.0 -0.1 0.0
```
Forces are in eV/Å.

E: -73448.454 eV

Record 3
Entry from OMol25: C28H24CdF6N5S2Si as an isolated structure (ωB97M-V/def2-TZVPD).

XYZ file:
```
67
Properties=species:S:1:pos:R:3:forces:R:3
Cd 1.265 1.892 1.204 0.1 0.0 0.0
C -2.159 1.336 2.111 0.0 0.0 0.0
Si -1.415 -0.263 1.461 -0.1 0.0 -0.1
C -2.708 -1.050 0.332 0.0 0.0 0.0
C -1.199 -1.363 2.981 0.0 0.0 0.0
N 0.030 0.150 0.679 0.1 -0.1 0.1
C 0.789 -0.394 -0.345 0.0 0.1 0.0
C 0.501 -1.828 -0.770 0.0 0.0 0.0
C 1.616 -2.506 -1.646 0.0 0.0 0.0
C 2.579 -1.848 -2.589 0.0 0.0 0.0
C 2.992 -0.590 -2.543 0.0 0.0 0.0
C 2.427 0.304 -1.479 0.0 0.0 0.0
F 3.165 1.489 -1.469 0.0 0.0 0.0
H -3.152 1.162 2.536 0.0 0.0 0.0
H -2.246 2.081 1.316 0.0 0.0 0.0
H -1.538 1.754 2.907 0.0 0.0 0.0
H -3.673 -1.113 0.844 0.0 0.0 0.0
H -2.442 -2.059 0.010 0.0 0.0 0.0
H -2.840 -0.437 -0.564 0.0 0.0 0.0
H -2.071 -1.280 3.637 0.0 0.0 0.0
H -0.323 -1.030 3.546 0.0 0.0 0.0
H -1.059 -2.421 2.750 0.0 0.0 0.0
H -0.511 -1.933 -1.165 0.0 0.0 0.0
H 1.111 -3.306 -2.198 0.0 0.0 0.0
H 2.986 -2.498 -3.359 0.0 0.0 0.0
H 3.701 -0.184 -3.254 0.0 0.0 0.0
S 3.342 0.788 2.023 -0.1 0.0 0.0
C 3.084 -0.557 0.910 0.0 -0.1 -0.1
N 3.598 -1.702 1.146 0.0 0.0 0.0
N 3.469 -2.727 0.196 0.0 0.0 0.0
C 2.190 -3.208 -0.355 0.0 0.0 0.0
C 2.404 -4.677 -0.582 0.0 0.0 0.0
C 1.462 -5.585 -0.339 0.0 0.0 0.0
C 0.159 -5.199 0.208 0.0 0.0 0.0
C -0.103 -3.939 0.552 0.0 0.0 0.0
C 0.869 -2.817 0.380 0.0 0.0 0.0
N 2.271 -0.330 -0.213 0.0 0.1 0.1
N 1.008 0.551 -1.506 -0.1 -0.1 0.0
C 0.147 0.738 -2.616 0.0 0.0 0.0
C -0.397 2.012 -2.776 0.0 0.0 0.0
C -1.286 2.278 -3.805 0.0 0.0 0.0
C -1.652 1.269 -4.686 0.0 0.0 0.0
C -1.124 -0.004 -4.528 0.0 0.0 0.0
C -0.229 -0.272 -3.501 0.0 0.0 0.0
H 3.915 -3.515 0.641 0.0 0.0 0.0
H 3.373 -4.965 -0.981 0.0 0.0 0.0
H 1.653 -6.633 -0.536 0.0 0.0 0.0
H -0.590 -5.969 0.354 0.0 0.0 0.0
H -1.066 -3.692 0.986 0.0 0.0 0.0
H 1.021 -2.303 1.333 0.0 0.0 0.0
H -0.116 2.780 -2.064 0.0 0.0 0.0
H -1.701 3.273 -3.912 0.0 0.0 0.0
H -2.353 1.471 -5.487 0.0 0.0 0.0
H -1.409 -0.798 -5.208 0.0 0.0 0.0
H 0.177 -1.267 -3.390 0.0 0.0 0.0
F -3.454 5.839 4.533 0.0 0.0 0.0
C -2.502 5.471 3.667 0.0 0.0 0.0
C -2.477 5.995 2.388 0.0 0.0 0.0
F -3.413 6.881 2.020 0.0 0.0 0.0
C -1.498 5.603 1.497 0.0 0.0 0.0
F -1.532 6.138 0.271 0.0 0.0 0.0
C -0.501 4.683 1.827 -0.1 0.1 -0.1
S 0.723 4.253 0.655 0.1 0.0 0.0
C -0.556 4.194 3.128 0.0 -0.1 0.0
F 0.353 3.292 3.542 0.0 0.0 0.0
C -1.533 4.559 4.034 0.0 0.0 0.0
F -1.549 4.030 5.262 0.0 0.0 0.0
```
Forces are in eV/Å.

E: -87294.508 eV
ΔE to the lowest compared entry with this formula, charge and spin: 68.61 kJ/mol
net charge: -1